[1]
This record from the Open Molecules 2025 dataset describes a 2-piece molecular cluster, C4H9S overall. The level of theory is ωB97M-V/def2-TZVPD.

Properties
Energy above the lowest of the compared OMol25 structures with the same formula, charge and spin, kcal per mole: 2.1
HOMO energy, eV: -2.669
Net charge: -1

CARTESIAN COORDINATES (ANGSTROEM)
S 1.7857 0.5301 -2.3072
C -0.8051 0.0429 -0.0422
C -0.4150 1.4740 0.3588
C -0.0432 -1.9430 1.2640
C 0.2027 -0.9860 0.3784
H -1.1962 2.1664 0.0438
H -1.7766 -0.1797 0.4183
H 2.0210 1.2199 -3.4362
H -1.0128 -2.0415 1.7418
H -0.9148 0.0069 -1.1272
H 0.5161 1.7577 -0.1326
H 0.7144 -2.6729 1.5267
H -0.2406 1.5155 1.4380
H 1.1645 -0.8902 -0.1245

Results of the natural (NBO) charge analysis, in e, for atoms 1 through 8: number 1, S, carries -1.0764; number 2, C, carries -0.4465; number 3, C, carries -0.6097; number 4, C, carries -0.4626; number 5, C, carries -0.1269; number 6, H, carries 0.1901; number 7, H, carries 0.1681; number 8, H, carries 0.0943

***

[2]
This record from the Open Molecules 2025 dataset describes C4H4GaO as an isolated structure in a non-equilibrium geometry. The level of theory is ωB97M-V/def2-TZVPD.

Properties
Energy above the lowest of the compared OMol25 structures with the same formula, charge and spin, kcal per mole: 0.0
HOMO energy (alpha / beta), eV: -25.916 / -24.394
Net charge: +3

CARTESIAN COORDINATES (ANGSTROEM)
Ga -1.1271 -1.2321 3.8900
O -0.9839 -0.4362 2.5506
C -0.4096 -0.1407 1.5477
C 0.2160 0.0961 0.4585
C 0.3082 -0.4722 -0.8516
C 0.3321 0.6075 -1.7547
H 1.0277 -1.2875 -0.9675
H 1.1423 0.5672 -2.4900
H 0.1291 1.3409 -0.2584
H -0.6349 0.9570 -2.1245

Results of the Löwdin charge analysis, in e, for atoms 1 through 8: number 1, Ga, carries 1.4570; number 2, O, carries 0.1188; number 3, C, carries 0.0683; number 4, C, carries 0.0884; number 5, C, carries 0.1263; number 6, C, carries 0.2547; number 7, H, carries 0.1879; number 8, H, carries 0.1728

***

[3]
This record from the Open Molecules 2025 dataset describes C40H34AsCrF5N2O5S3 as an isolated structure. The level of theory is ωB97M-V/def2-TZVPD.

Properties
2S+1: 4
<S²>: 3.80
Energy above the lowest of the compared OMol25 structures with the same formula, charge and spin, kcal per mole: 14.5
HOMO energy (alpha / beta), eV: -4.945 / -4.953
Net charge: -1

CARTESIAN COORDINATES (ANGSTROEM)
As 1.5223 0.1355 -0.3753
Cr -0.6410 -0.4597 0.8863
S 0.4529 -2.5664 0.8575
S 0.0928 2.2652 2.5282
S -2.4008 2.5115 0.0201
F 2.2950 5.8054 5.6621
F -1.8001 3.8972 6.9698
F -1.7824 2.3562 4.7589
F 2.3421 4.2795 3.4787
F 0.2416 5.6292 7.4217
O -1.7343 1.1524 0.3256
O 0.6946 0.9772 3.3131
O 0.4911 -0.1896 2.4700
O 1.0883 2.7630 1.5802
O -2.5937 3.3590 1.2238
N -2.0202 -1.4199 -0.5896
N -2.1799 -0.9993 2.0432
C 3.2132 1.7057 -2.1641
C -3.8929 -0.9933 3.4925
C 1.2968 -2.6391 -0.6954
C 1.2970 4.1578 4.2915
C -0.7926 3.9822 6.0965
C 2.5518 -2.8442 -3.2107
C -1.8936 -2.0127 -1.8811
C 4.9214 -1.0072 1.8396
C -1.9267 -5.3646 -0.6215
C -1.3387 1.1353 -3.8079
C 1.2898 4.9552 5.4260
C 1.0143 2.6003 -1.7671
C 2.3629 -1.6045 -2.6201
C -3.3312 -1.2786 1.3539
C -4.0980 1.9076 -0.3027
C 4.6848 1.3687 2.0843
C 3.1164 0.1382 0.7375
C -2.9004 -4.2633 -1.0365
C -1.6867 -3.1458 -4.4246
C -4.4183 -1.2899 2.2310
C 1.9593 1.6001 -1.5680
C -2.5141 -0.8154 3.3243
C 2.1650 -3.9848 -2.5178
C 5.3670 0.1943 2.3701
C 3.5079 2.7883 -2.9800
C 0.2667 3.2668 4.0417
C -0.7694 3.1973 4.9600
C 3.5612 1.3437 1.2712
C -1.3543 -1.2677 -2.9402
C 0.2459 4.8668 6.3269
C -2.3305 -3.3355 -2.0946
C -1.2548 -1.8510 -4.1972
C -3.1835 -1.5280 -0.0294
C 1.5528 -3.8862 -1.2805
C -2.2242 -3.8692 -3.3772
C 1.3132 3.6853 -2.5797
C 1.7656 -1.5014 -1.3704
C 3.7978 -1.0374 1.0242
C 2.5552 3.7764 -3.1910
C -0.8780 0.1474 -2.7369
H -1.1252 2.1569 -3.4888
H 3.0201 2.2589 1.0703
H 2.6802 -0.7077 -3.1395
H -4.1406 0.8468 -0.0643
H 0.5742 4.4638 -2.7228
H -1.6111 -3.5837 -5.4124
H -4.0399 -1.8720 -0.6109
H 2.7876 4.6248 -3.8231
H 0.0532 2.5421 -1.2725
H -1.0972 -4.9321 -0.0679
H -1.2054 0.5043 -1.7629
H -5.4476 -1.4934 1.9774
H 3.9696 0.9531 -1.9725
H -2.4253 -6.0897 0.0255
H -2.4152 1.0519 -3.9740
H -3.2227 -3.7361 -0.1424
H 0.2162 0.1335 -2.7184
H -4.3475 2.0774 -1.3511
H 2.3290 -4.9644 -2.9514
H 1.2481 -4.7831 -0.7587
H -1.5318 -5.8922 -1.4925
H -4.4345 -0.9177 4.4219
H -0.8359 -1.2734 -5.0122
H 3.4526 -1.9816 0.6234
H -1.7590 -0.5656 4.0537
H 5.0207 2.3104 2.5010
H -2.5714 -4.8836 -3.5437
H -4.7658 2.4737 0.3437
H 5.4439 -1.9292 2.0634
H 3.0051 -2.9207 -4.1908
H -0.8392 0.9786 -4.7651
H 6.2412 0.2151 3.0094
H -3.7973 -4.7252 -1.4612
H 4.4848 2.8662 -3.4413

Results of the Löwdin charge analysis, in e, for atoms 1 through 8: number 1, As, carries 1.3521; number 2, Cr, carries 0.4604; number 3, S, carries 0.6988; number 4, S, carries 0.9856; number 5, S, carries 0.7133; number 6, F, carries 0.1161; number 7, F, carries 0.1211; number 8, F, carries 0.1202

***

[4]
This record from the Open Molecules 2025 dataset describes C3ClF3 as an isolated structure in a non-equilibrium geometry. The level of theory is ωB97M-V/def2-TZVPD.

Properties
Energy above the lowest of the compared OMol25 structures with the same formula, charge and spin, kcal per mole: 139.7
HOMO energy (alpha / beta), eV: -9.628 / -8.748
Net charge: 0

CARTESIAN COORDINATES (ANGSTROEM)
Cl 2.2759 -0.9267 0.0948
F -1.6957 0.4861 0.6101
F -0.6147 -1.4175 -0.5773
F -0.3029 2.0254 0.0871
C 3.6476 -0.2575 0.3109
C 0.1185 -0.2601 -0.4589
C -0.5532 0.7828 -0.0164

Calculated atomic charges, method natural (NBO), unit e: number 1, Cl, carries 0.3463; number 2, F, carries -0.3190; number 3, F, carries -0.3364; number 4, F, carries -0.2720; number 5, C, carries -0.0482; number 6, C, carries 0.0421; number 7, C, carries 0.5872

***

[5]
This record from the Open Molecules 2025 dataset describes a 3-piece molecular cluster, C8H23N3 overall in a non-equilibrium geometry. The level of theory is ωB97M-V/def2-TZVPD.

Properties
Energy above the lowest of the compared OMol25 structures with the same formula, charge and spin, kcal per mole: 0.0
HOMO energy, eV: -14.964
Net charge: +2

CARTESIAN COORDINATES (ANGSTROEM)
N -11.8550 -0.7200 0.1170
N 7.6169 -2.1691 -0.8996
N -11.7737 2.0044 -0.7964
C -12.9596 -1.3452 0.2039
C 8.2222 0.5940 0.6179
C 5.8420 -0.2874 0.8790
C 5.5932 -0.7696 -0.6132
C 9.0971 1.9171 0.4168
C 6.7457 1.0061 1.0244
C -10.5247 -1.1382 0.4651
C 6.8780 -1.0820 -1.2387
H -11.1549 1.6233 -1.5955
H 6.0838 -1.1370 1.5638
H 4.7795 -0.0432 1.1187
H 9.9855 1.4972 -0.1235
H 8.5811 2.5765 -0.3261
H 7.2083 -0.6099 -2.1623
H -10.1676 -0.4703 1.2863
H 6.4067 1.7495 0.2670
H -11.1697 2.6526 -0.2692
H 4.8170 -1.5213 -0.6949
H 7.2557 -2.6428 -0.0918
H 5.3066 0.2389 -0.9847
H -13.0742 -2.3893 0.4542
H 8.3570 -2.5457 -1.4155
H 6.6108 1.4074 2.0677
H -13.8938 -1.0062 -0.2146
H -10.2658 -2.1418 0.9103
H 8.7710 -0.1079 1.1307
H 9.1767 2.5174 1.3062
H -9.9365 -1.2385 -0.5806
H -12.6617 2.3069 -1.2169
H 7.9074 0.1934 -0.4128
H -11.8051 1.0807 -0.1929

Results of the natural (NBO) charge analysis, in e, for atoms 1 through 8: number 1, N, carries -0.4993; number 2, N, carries -0.6419; number 3, N, carries -0.9306; number 4, C, carries 0.0217; number 5, C, carries -0.3175; number 6, C, carries -0.3837; number 7, C, carries -0.5391; number 8, C, carries -0.6141

***

[6]
This record from the Open Molecules 2025 dataset describes a 7-piece molecular cluster, C34H60NO12S6 overall. The level of theory is ωB97M-V/def2-TZVPD.

Properties
HOMO energy, eV: -11.801
Net charge: +1

CARTESIAN COORDINATES (ANGSTROEM)
S 0.9594 4.2166 1.2547
S 2.0086 1.0984 -1.9951
S 5.9999 -0.2352 3.1137
S -4.4266 -7.4155 -4.5663
S -0.6712 8.1105 4.4244
S -1.9202 -6.9882 1.6418
O -0.5576 -7.4511 1.6557
O 0.9083 0.1617 -1.8934
O 0.6652 7.5832 4.5498
O -5.0608 -6.2088 -5.0397
O 2.1010 3.4278 1.6757
O 1.7662 2.4694 -2.3854
O 7.1209 -0.4576 3.9856
O 6.1410 -0.3911 1.6834
O -1.6823 7.3973 3.6822
O -3.3849 -8.0516 -5.3330
O -0.3428 3.6070 1.1425
O -2.9649 -7.7479 0.9990
N 0.6254 -1.1803 -5.5991
C -2.7708 -2.6147 -1.3312
C 4.3331 0.4480 -0.8790
C -3.8277 -7.1603 -2.8911
C 1.1754 6.8671 1.3007
C -5.6697 -8.6348 -4.1465
C -1.1320 -1.5988 -3.8862
C 1.4162 0.9523 -6.1813
C -1.3940 10.0469 6.1092
C -1.6068 10.5466 4.6736
C 0.4904 1.5026 -5.2902
C -4.6917 -8.0403 -1.9856
C 1.3429 5.0254 -0.2965
C 3.2658 0.4256 -3.0824
C 2.9888 1.0795 -0.4991
C 4.5760 0.7459 -2.3652
C -2.4587 -6.6001 3.3111
C 3.7699 1.1170 3.4234
C 5.2739 1.3682 3.4464
C -1.2169 -3.0512 -4.3310
C -1.6245 -4.0643 -3.2169
C -1.9777 -5.3155 1.0112
C 1.4541 -0.3957 -6.3250
C -0.5942 9.7934 3.8165
C 3.5559 -0.1988 4.1854
C -0.2705 -0.7022 -4.7250
C 0.8333 5.7098 2.2443
C -1.3101 8.5158 6.0544
C -2.6268 -5.0752 3.3551
C -2.4103 -3.4029 -2.1608
C -5.1776 -9.2272 -2.8278
C 0.7880 6.4352 -0.1200
C -2.9706 -4.6110 1.9320
C -0.3485 0.6709 -4.5829
C 4.5893 -1.2076 3.6649
H 1.1850 7.1135 -0.8741
H -2.9030 -3.5286 1.8332
H -0.9807 -4.8858 1.1037
H 2.4517 0.5097 0.2545
H -0.7475 -1.5002 -2.8684
H -0.1877 5.7732 2.6101
H -3.9899 -4.9099 1.6786
H 4.9283 -1.8984 4.4322
H 5.4029 0.1633 -2.7669
H -2.2899 8.0506 6.1437
H -1.7110 -6.9656 4.0098
H 5.6151 2.0767 2.6951
H -0.2996 6.4205 -0.2181
H 3.4252 1.0130 2.3932
H 4.8149 1.8036 -2.4956
H 2.4276 5.0331 -0.4044
H 0.4224 2.5666 -5.1162
H -2.2882 -5.3276 -0.0302
H -2.6207 10.3121 4.3434
H -2.7827 -7.4675 -2.8662
H 4.2201 -1.7636 2.8051
H -6.6153 -8.1078 -4.0236
H 1.5231 5.6377 3.0782
H -2.1957 10.3683 6.7714
H 5.6131 1.6777 4.4343
H -5.9626 -9.7870 -2.3233
H -5.5526 -7.4683 -1.6329
H -2.1223 -1.1487 -3.9141
H -0.2741 -3.4301 -4.7307
H -3.0550 -1.8474 -0.6491
H -5.7440 -9.3581 -4.9550
H -2.2114 -4.8627 -3.6570
H 0.4198 10.1550 3.9852
H -0.8245 9.8002 2.7533
H 0.8923 4.4662 -1.1118
H 0.6565 7.7752 1.6010
H -3.9131 -6.1030 -2.6480
H 4.2926 -0.6310 -0.7220
H -1.6933 -4.6086 3.6748
H 2.5430 -0.5777 4.0580
H -1.9523 -3.1547 -5.1287
H 3.1806 0.8834 -4.0638
H 2.2468 7.0737 1.3405
H -3.3967 -4.7895 4.0696
H -3.4021 -7.1164 3.4758
H 2.1502 -0.8830 -6.9893
H 2.0958 1.5874 -6.7279
H 0.7020 -2.1820 -5.7150
H -1.0558 1.0791 -3.8769
H -4.1312 -8.3600 -1.1096
H -0.6351 8.1048 6.8003
H 5.1333 0.8307 -0.2515
H 3.7109 -0.0311 5.2526
H -4.3475 -9.9102 -3.0195
H 3.0950 2.1105 -0.1662
H -1.4688 11.6234 4.5947
H 3.2212 1.9433 3.8694
H -0.7111 -4.4453 -2.7608
H -0.4609 10.4537 6.5025
H 3.0989 -0.6506 -3.1483

Results of the Löwdin charge analysis, in e, for atoms 1 through 8: number 1, S, carries 0.6789; number 2, S, carries 0.6811; number 3, S, carries 0.6675; number 4, S, carries 0.6546; number 5, S, carries 0.6646; number 6, S, carries 0.6649; number 7, O, carries -0.3175; number 8, O, carries -0.3281

***

[7]
This record from the Open Molecules 2025 dataset describes C15H9AsBr2NO7PtS as an isolated structure. The level of theory is ωB97M-V/def2-TZVPD.

Properties
2S+1: 3
<S²>: 2.01
Energy above the lowest of the compared OMol25 structures with the same formula, charge and spin, kcal per mole: 14.2
HOMO energy (alpha / beta), eV: -5.313 / -5.229
Net charge: -1

CARTESIAN COORDINATES (ANGSTROEM)
Pt -0.5510 -0.5395 -1.5841
Br 6.2717 -0.7057 0.4372
Br 1.4314 -1.6858 3.1621
As -3.4119 -1.3403 -0.3480
S -1.8873 1.9565 -1.1381
O -2.3347 3.3182 -1.2525
O -0.4038 1.7837 -1.2023
O -4.7320 -0.7082 -1.3264
O -2.5079 1.0117 -2.0589
O 0.2588 -1.1422 0.3849
O -4.0160 -2.5360 0.5726
O -2.1964 -1.7538 -1.4309
N 1.5181 -0.4533 -1.8958
C 4.2766 -0.2571 -2.0495
C 3.7003 -1.1374 1.5376
C -2.1639 1.9323 2.8549
C -2.6799 0.6840 3.1672
C -3.0129 -0.1962 2.1500
C 4.3770 -0.8209 0.3907
C -2.8284 0.1327 0.8069
C 1.5274 -1.0322 0.4141
C 3.6781 -0.5816 -0.8135
C 2.1017 -0.1434 -3.0330
C -1.9786 2.2750 1.5259
C 2.3105 -1.2420 1.5532
C -2.2973 1.3861 0.5094
C 3.4939 -0.0453 -3.1491
C 2.2667 -0.6772 -0.7824
H -5.4544 -1.3407 -1.2413
H -2.8258 0.3884 4.1984
H -1.5795 3.2450 1.2588
H 5.3533 -0.1784 -2.1091
H -3.4226 -1.1719 2.3822
H 3.9266 0.2091 -4.1062
H 4.2444 -1.3154 2.4551
H -1.9021 2.6365 3.6342
H 1.4498 0.0451 -3.8748

Results of the natural (NBO) charge analysis, in e, for atoms 1 through 8: number 1, Pt, carries 1.2575; number 2, Br, carries 0.0185; number 3, Br, carries 0.0591; number 4, As, carries 2.4610; number 5, S, carries 2.3842; number 6, O, carries -0.9618; number 7, O, carries -0.9989; number 8, O, carries -1.0141

***

[8]
This record from the Open Molecules 2025 dataset describes C19H34NO5PtSi as an isolated structure in a non-equilibrium geometry. The level of theory is ωB97M-V/def2-TZVPD.

Properties
Energy above the lowest of the compared OMol25 structures with the same formula, charge and spin, kcal per mole: 4.2
HOMO energy, eV: -18.631
Net charge: +3

CARTESIAN COORDINATES (ANGSTROEM)
Pt -0.3786 0.4837 0.4346
Si -1.3290 -2.2951 1.7330
O -2.0098 0.5452 -0.8796
O 0.8488 0.8765 2.0019
O 0.1849 1.5273 -2.0551
O 2.2174 1.4747 -0.3419
O -0.8517 2.4269 0.6299
N -0.2364 -1.5048 0.2762
C -1.6951 -4.0989 1.5146
C -2.9121 -1.3285 1.7336
C -0.8253 1.2360 -2.9986
C 0.2634 2.0474 2.6743
C 1.0843 -4.1276 -1.8665
C 1.5297 -1.3791 -1.3226
C 0.4898 -2.1178 -0.6099
C -2.7783 1.7447 -0.5303
C -0.1666 -1.9948 3.1438
C 2.0898 -3.3775 -2.5148
C 2.2482 2.4563 -1.3755
C -1.8113 0.2836 -2.3087
C -1.8794 2.9389 -0.2561
C 2.8753 1.8100 0.8638
C 2.3089 -2.0088 -2.2396
C 1.4637 1.9143 -2.5442
C 0.3061 -3.5300 -0.9271
C 2.3209 0.8583 1.9188
C -0.1701 3.1319 1.6933
H -0.8363 -4.7696 1.5610
H 2.6923 1.0937 2.9151
H -1.4637 -0.7468 -2.3471
H 3.9573 1.6632 0.7923
H 2.7048 2.8575 1.1337
H 1.0022 2.4368 3.3737
H -2.7997 0.3349 -2.7642
H -1.3242 2.1460 -3.3465
H -0.6675 -2.3886 4.0361
H -3.4851 1.9562 -1.3326
H -1.3824 3.3232 -1.1440
H 1.9671 1.0528 -2.9969
H -0.5905 1.6593 3.2270
H -3.3286 1.4623 0.3651
H 0.6642 3.6849 1.2654
H 0.0657 -0.9528 3.3360
H -0.4159 0.7254 -3.8756
H -2.4303 3.7338 0.2471
H -3.4873 -1.4458 0.8149
H -2.3428 -4.3551 0.6757
H 1.7939 3.3862 -1.0142
H 2.5675 -0.1761 1.6878
H -0.4877 -4.0764 -0.4465
H 1.6941 -0.3421 -1.0447
H -0.8656 3.8215 2.1726
H 2.7171 -3.8709 -3.2504
H -3.5111 -1.7636 2.5422
H 1.3844 2.6923 -3.3090
H 0.7632 -2.5598 3.0487
H 3.1091 -1.4863 -2.7467
H -2.7882 -0.2730 1.9699
H 0.9404 -5.1686 -2.1231
H 3.2719 2.6776 -1.6897
H -2.2761 -4.3251 2.4199

Results of the natural (NBO) charge analysis, in e, for atoms 1 through 8: number 1, Pt, carries 1.1146; number 2, Si, carries 1.7686; number 3, O, carries -0.5371; number 4, O, carries -0.5396; number 5, O, carries -0.5920; number 6, O, carries -0.5863; number 7, O, carries -0.5684; number 8, N, carries -0.5745

***

Computed E_tot, in the same sequence as the records: -15129.5596 -58589.5033 -190602.4885 -23776.7738 -13122.1867 -127293.8042 -246530.1712 -43076.8416 eV.